Record 1
DFT (ωB97M-V/def2-TZVPD) results for 2 unconnected molecules or ions with the total composition C5H15NO.

Structure (XYZ):
```
22
Properties=species:S:1:pos:R:3:nbo_charge:R:1
C -1.252 -2.325 0.463 -0.676
C 0.030 -1.703 -0.015 -0.242
N -0.019 -0.288 -0.298 -0.449
C 1.306 0.234 -0.612 -0.254
C 2.278 0.273 0.608 -0.712
C -0.932 -0.141 -1.427 -0.609
H -1.534 -1.816 1.367 0.214
H -2.046 -2.341 -0.278 0.200
H -1.232 -3.378 0.849 0.200
H 0.450 -2.373 -0.841 0.147
H 0.735 -1.768 0.902 0.185
H 1.069 1.271 -0.941 0.210
H 1.851 -0.399 -1.348 0.150
H 2.669 -0.742 0.740 0.196
H 1.721 0.404 1.562 0.212
H 2.886 1.167 0.609 0.222
H -0.876 -0.833 -2.302 0.151
H -0.917 0.874 -1.824 0.199
H -1.991 -0.206 -1.186 0.197
H -1.222 4.216 1.950 0.356
H -1.897 4.989 0.760 0.361
O -1.077 4.882 1.261 -1.260
```

As for the expectation value of S²: 0.750. As for the orbital gap (alpha / beta): 0.0893 / 0.3453 hartree. Its relative energy (zero: lowest compared OMol25 entry of this formula, charge and spin) is 143.9 kJ/mol. Its charge is -1. As for the spin multiplicity: 2.

***

Record 2
DFT (ωB97M-V/def2-TZVPD) results for 2 unconnected molecules or ions with the total composition C5H15NO.

Structure (XYZ):
```
22
Properties=species:S:1:pos:R:3:nbo_charge:R:1
C 0.383 0.869 -1.306 -0.208
N -0.708 0.338 -0.514 -0.449
C -0.495 -1.085 -0.255 -0.209
C -1.716 -1.665 0.441 -0.631
C -1.011 1.084 0.700 -0.434
C 0.061 2.219 -1.989 -0.619
H 0.681 0.210 -2.112 0.200
H 1.216 1.015 -0.582 0.153
H 0.440 -1.279 0.292 0.141
H -0.437 -1.638 -1.197 0.198
H -2.628 -1.136 0.183 0.222
H -2.009 -2.704 0.266 0.217
H -1.544 -1.659 1.521 0.200
H -2.061 1.378 0.641 0.204
H -0.464 2.032 0.754 0.199
H -0.774 0.544 1.616 0.191
H -0.704 2.790 -1.468 0.210
H 0.905 2.910 -1.992 0.210
H -0.238 1.975 -3.004 0.208
H 3.375 -2.301 2.273 0.467
H 2.137 -1.526 1.898 0.464
O 2.965 -1.436 2.359 -0.932
```

As for the orbital gap: 0.3378 hartree. Its relative energy (zero: lowest compared OMol25 entry of this formula, charge and spin) is 138.3 kJ/mol. As for the SMILES: CCN(C)CC.O. Its charge is 0.

***

Record 3
DFT (ωB97M-V/def2-TZVPD) results for 2 unconnected molecules or ions with the total composition C5H15NO.

Structure (XYZ):
```
22
Properties=species:S:1:pos:R:3:nbo_charge:R:1
C 0.473 1.091 1.007 -0.417
C 1.843 0.387 1.081 -0.622
C 0.254 1.689 -0.366 -0.202
N 0.228 0.757 -1.486 -0.450
C -0.668 -0.380 -1.337 -0.422
C -0.008 1.469 -2.724 -0.402
H 0.259 1.843 1.768 0.214
H -0.301 0.339 1.154 0.197
H 1.627 -0.685 1.081 0.207
H 2.501 0.656 0.253 0.215
H 2.479 0.532 1.958 0.211
H 1.048 2.406 -0.612 0.189
H -0.673 2.298 -0.383 0.155
H -1.157 -0.592 -2.279 0.201
H -1.395 -0.214 -0.542 0.177
H -0.098 -1.249 -1.005 0.195
H 0.557 2.397 -2.683 0.198
H 0.249 0.847 -3.574 0.201
H -1.062 1.784 -2.773 0.156
H -1.405 -4.636 3.810 0.474
H -2.807 -5.337 4.037 0.474
O -1.945 -5.404 3.615 -0.948
```

As for the orbital gap: 0.3304 hartree. Its relative energy (zero: lowest compared OMol25 entry of this formula, charge and spin) is 133.3 kJ/mol. As for the SMILES: CCCN(C)C.O. Its charge is 0.

***

Record 4
DFT (ωB97M-V/def2-TZVPD) results for 2 unconnected molecules or ions with the total composition C5H15NO.

Structure (XYZ):
```
22
Properties=species:S:1:pos:R:3:nbo_charge:R:1
C -0.034 -1.201 1.162 -0.638
C 0.458 0.183 1.610 -0.216
N -0.260 1.348 1.168 -0.629
C 0.881 1.720 -0.957 -0.621
C -0.468 1.617 -0.260 -0.043
C -1.457 0.747 -1.038 -0.626
H 0.545 -1.980 1.660 0.213
H -1.090 -1.388 1.351 0.199
H 0.114 -1.292 0.079 0.192
H 1.483 0.261 1.235 0.185
H 0.546 0.222 2.695 0.195
H -1.135 1.440 1.668 0.352
H 1.342 0.739 -1.039 0.203
H 1.528 2.416 -0.429 0.220
H 0.792 2.103 -1.980 0.211
H -0.898 2.617 -0.227 0.187
H -1.720 1.310 -1.926 0.212
H -2.327 0.523 -0.421 0.205
H -1.032 -0.204 -1.342 0.200
H 1.099 -4.448 -1.245 0.468
H 0.428 -3.239 -0.627 0.468
O 1.204 -3.492 -1.137 -0.935
```

As for the orbital gap: 0.3451 hartree. Its relative energy (zero: lowest compared OMol25 entry of this formula, charge and spin) is 72.1 kJ/mol. As for the SMILES: CCNC(C)C.O. Its charge is 0.

***

Record 5
DFT (ωB97M-V/def2-TZVPD) results for 2 unconnected molecules or ions with the total composition C5H15NO.

Structure (XYZ):
```
22
Properties=species:S:1:pos:R:3:nbo_charge:R:1
C -0.146 0.059 3.313 -0.413
N -0.518 -0.650 2.061 -0.610
C 0.229 -0.113 0.911 -0.212
C 0.028 -0.994 -0.337 -0.223
C -1.435 -0.976 -0.759 -0.604
C 0.924 -0.435 -1.455 -0.612
H 0.930 0.280 3.342 0.162
H -0.424 -0.551 4.158 0.200
H -0.641 1.031 3.301 0.191
H -0.152 -1.595 2.187 0.335
H 1.287 0.056 1.136 0.166
H -0.240 0.853 0.677 0.182
H 0.386 -1.975 -0.058 0.187
H -1.580 -1.560 -1.664 0.202
H -1.716 0.042 -0.947 0.200
H -2.078 -1.346 0.030 0.224
H 1.896 -0.923 -1.494 0.210
H 1.168 0.604 -1.246 0.213
H 0.494 -0.481 -2.454 0.201
H 0.521 2.114 -3.695 0.469
H 0.284 3.624 -3.739 0.469
O 0.784 2.936 -3.267 -0.937
```

As for the orbital gap: 0.3630 hartree. Its relative energy (zero: lowest compared OMol25 entry of this formula, charge and spin) is 82.4 kJ/mol. As for the SMILES: CNCC(C)C.O. Its charge is 0.

***

Record 6
DFT (ωB97M-V/def2-TZVPD) results for 2 unconnected molecules or ions with the total composition C5H15NO.

Structure (XYZ):
```
22
Properties=species:S:1:pos:R:3:nbo_charge:R:1
C 1.432 -0.981 1.889 -0.459
N 0.379 -0.894 0.803 -0.114
C 0.765 -0.710 -0.578 -0.284
C 0.215 0.609 -1.211 -0.188
C -1.373 0.456 -1.298 -0.627
C 0.840 0.755 -2.601 -0.616
H 2.069 -1.835 1.670 0.254
H 2.056 -0.087 1.863 0.266
H 0.828 -1.034 2.791 0.248
H -0.116 -0.102 1.235 0.394
H 1.858 -0.618 -0.553 0.241
H 0.329 -1.538 -1.151 0.283
H 0.409 1.402 -0.489 0.201
H -1.696 0.825 -2.262 0.245
H -1.742 -0.512 -0.977 0.211
H -1.710 1.129 -0.501 0.222
H 0.189 0.279 -3.329 0.231
H 0.791 1.833 -2.778 0.247
H 1.858 0.381 -2.680 0.225
H -1.316 1.249 2.353 0.469
H -1.779 -0.278 2.171 0.458
O -2.020 0.591 2.458 -0.909
```

As for the expectation value of S²: 0.754. As for the orbital gap (alpha / beta): 0.4518 / 0.2663 hartree. Its relative energy (zero: lowest compared OMol25 entry of this formula, charge and spin) is 182.0 kJ/mol. Its charge is +1. As for the spin multiplicity: 2.

***

Record 7
DFT (ωB97M-V/def2-TZVPD) results for 2 unconnected molecules or ions with the total composition C5H15NO2.

Structure (XYZ):
```
23
Properties=species:S:1:pos:R:3:nbo_charge:R:1
C -0.457 0.888 1.978 -0.399
N -0.873 0.626 0.621 -0.679
C -0.001 0.827 -0.510 -0.048
C 0.965 -0.319 -0.889 0.077
C 1.908 -0.641 0.266 -0.643
O 0.232 -1.515 -1.206 -0.736
C -0.765 1.298 -1.720 -0.614
H -1.305 1.262 2.583 0.204
H -0.081 -0.065 2.405 0.180
H 0.417 1.560 2.034 0.191
H -1.782 0.249 0.434 0.390
H 0.724 1.577 -0.166 0.182
H 1.632 0.014 -1.697 0.162
H 2.829 -1.154 -0.046 0.207
H 2.251 0.281 0.759 0.205
H 1.441 -1.226 1.063 0.224
H 0.871 -2.038 -1.701 0.474
H -0.073 1.491 -2.549 0.210
H -1.284 2.213 -1.418 0.216
H -1.533 0.595 -2.054 0.212
H -2.270 -2.477 0.366 0.464
H -1.163 -1.407 0.463 0.486
O -1.682 -2.039 0.985 -0.965
```

As for the orbital gap: 0.3312 hartree. Its relative energy (zero: lowest compared OMol25 entry of this formula, charge and spin) is 122.3 kJ/mol. As for the SMILES: CN[C@H](C)[C@@H](C)O.O. Its charge is 0.

***

Record 8
DFT (ωB97M-V/def2-TZVPD) results for 3 unconnected molecules or ions with the total composition C5H15NO2.

Structure (XYZ):
```
23
Properties=species:S:1:pos:R:3:nbo_charge:R:1
C -1.247 1.834 0.884 -0.604
C -0.211 0.750 0.558 -0.467
C -0.493 0.225 -0.847 0.214
C -1.620 -0.448 -1.089 -0.542
C 1.819 0.517 -1.640 -0.416
N 0.385 0.577 -1.867 -0.605
H -1.135 2.691 0.223 0.212
H -2.243 1.464 0.608 0.193
H -1.478 2.074 1.921 0.221
H -0.224 -0.076 1.254 0.248
H 0.747 1.244 0.628 0.203
H -1.935 -0.799 -2.070 0.191
H -2.491 -0.476 -0.445 0.188
H 2.265 -0.477 -1.486 0.176
H 2.154 1.134 -0.816 0.201
H 2.288 0.788 -2.586 0.204
H 0.128 0.200 -2.763 0.375
H -1.977 -1.467 3.059 0.474
H -2.660 -0.466 2.115 0.475
O -1.851 -0.620 2.620 -0.943
H 2.071 -1.986 0.195 0.465
H 2.925 -2.086 1.365 0.464
O 2.973 -2.267 0.416 -0.927
```

As for the orbital gap: 0.3143 hartree. Its relative energy (zero: lowest compared OMol25 entry of this formula, charge and spin) is 178.3 kJ/mol. As for the SMILES: C=C(CC)NC.O.O. Its charge is 0.